--- a ---
{"formula": "C3H3NO2S2", "method": "wB97M-V/def2-TZVPD", "species": ["S", "C", "C", "O", "C", "N", "S", "O", "H", "H", "H"], "positions_angstrom": [[0.1665, 1.1859, -2.6553], [-0.2835, 0.6095, -1.2780], [-1.6453, 0.4707, -0.9253], [-1.6285, -0.5874, 0.1497], [-0.3522, -0.3488, 0.6848], [-0.0721, -0.6978, 1.8437], [1.5218, -0.9657, 2.3956], [0.4120, 0.0947, -0.2396], [-2.1579, 1.5878, -0.8801], [-2.0125, 0.0475, -1.9008], [1.0798, -0.7221, 3.8605]], "gap_ev": 8.3, "homo_energy_ev": -8.813, "smiles": "S=C1CO/C(=N/S)O1"}

--- b ---
{"formula": "C3H3NO2S2", "method": "wB97M-V/def2-TZVPD", "species": ["O", "C", "C", "S", "N", "O", "C", "S", "H", "H", "H"], "positions_angstrom": [[-0.9900, 2.2240, 0.0795], [-0.9695, 1.0053, -0.0319], [-2.4368, 0.2412, -0.0989], [-2.8830, -1.3453, -0.0262], [0.1671, 0.2320, 0.3023], [1.3770, 1.0988, 0.0013], [2.5358, 0.4623, -0.2530], [2.9007, -1.1637, 0.0435], [-3.1263, 1.2567, -0.1994], [0.5771, -0.7878, -0.1346], [3.2221, 1.2160, -0.4019]], "gap_ev": 8.0, "homo_energy_ev": -9.558, "smiles": "O=C(C=S)NOC=S"}

a (127.2 kJ/mol below the next structure)

--- a ---
{"formula": "C4H7NOS", "method": "wB97M-V/def2-TZVPD", "species": ["C", "C", "N", "O", "H", "H", "H", "H", "H", "C", "C", "S", "H", "H"], "positions_angstrom": [[0.9890, 0.3447, 0.9080], [0.5060, -0.7206, 0.2492], [-0.1747, -1.8852, 0.6744], [0.7387, -0.8339, -1.0681], [1.5749, 1.0664, 0.3863], [0.6852, 0.4212, 1.9812], [-0.6701, -1.6994, 1.5126], [-0.5088, -2.4921, -0.0663], [1.8171, -1.1852, -1.2409], [-1.1564, 1.4717, -1.1162], [-1.3752, 1.2013, 0.1268], [-1.9621, 1.1607, 1.6078], [-0.3308, 1.8792, -1.7396], [-1.9907, 1.5327, -1.8389]], "gap_ev": 8.1, "homo_energy_ev": -8.054, "smiles": "C=C(N)O.C=C=S"}

--- b ---
{"formula": "C4H7NOS", "method": "wB97M-V/def2-TZVPD", "species": ["C", "S", "C", "C", "O", "C", "N", "H", "H", "H", "H", "H", "H", "H"], "positions_angstrom": [[1.4222, 1.0733, -1.0398], [1.3304, -0.5857, -0.5814], [-0.4977, -0.7173, 0.1259], [-0.4812, 0.0709, 1.4490], [-1.2850, 0.0604, -0.6705], [-0.8693, -2.1302, 0.1363], [-1.2709, -3.1813, -0.0532], [2.3013, 1.2624, -1.5984], [1.4596, 1.9062, -0.2422], [0.4971, 1.5118, -1.5765], [-0.5483, 1.2268, 1.2771], [-1.2408, -0.1813, 2.1840], [0.3870, 0.0104, 2.1101], [-1.2045, -0.3264, -1.5204]], "gap_ev": 9.8, "homo_energy_ev": -9.122, "smiles": "CS[C@@](C)(O)C#N"}

b (188.6 kJ/mol below the next structure)

--- a ---
{"formula": "C27H26GeN6O4PdS", "method": "wB97M-V/def2-TZVPD", "species": ["Pd", "C", "C", "N", "N", "C", "S", "N", "N", "H", "H", "H", "H", "H", "H", "C", "C", "N", "C", "C", "N", "C", "O", "O", "C", "O", "O", "H", "H", "H", "H", "H", "C", "C", "C", "C", "C", "C", "Ge", "C", "C", "C", "C", "C", "C", "C", "C", "C", "C", "C", "C", "H", "H", "H", "H", "H", "H", "H", "H", "H", "H", "H", "H", "H", "H", "H"], "positions_angstrom": [[-0.1811, 1.3209, 0.0154], [-4.4658, 3.6198, 2.2093], [-3.3943, 4.1050, 1.3116], [-3.2531, 5.3158, 0.8922], [-2.1383, 5.2864, 0.1021], [-1.5700, 4.0827, 0.0187], [-0.1940, 3.6092, -0.8119], [-2.3835, 3.3070, 0.7937], [-2.1496, 1.9454, 1.0003], [-5.1070, 4.4596, 2.4628], [-4.0507, 3.2028, 3.1283], [-5.0592, 2.8473, 1.7214], [-1.8111, 6.1277, -0.3426], [-2.9251, 1.3972, 0.6298], [-2.0791, 1.7572, 1.9962], [2.9479, 2.4363, -1.6811], [2.8258, 1.0818, -1.0864], [1.7324, 0.5513, -0.5802], [2.0633, -0.7077, -0.1331], [3.3957, -0.9355, -0.3674], [3.8439, 0.2039, -0.9709], [4.3967, -2.0328, -0.1795], [3.9838, -3.1553, 0.3661], [5.5210, -1.8435, -0.5647], [1.0735, -1.6329, 0.4446], [1.3851, -2.7530, 0.8007], [-0.1610, -1.1579, 0.5203], [2.1022, 2.6304, -2.3383], [3.8671, 2.5282, -2.2561], [2.9494, 3.1949, -0.8973], [4.8021, 0.3052, -1.2783], [3.0224, -3.1102, 0.5921], [-1.4439, -6.6335, 1.6868], [-0.6138, -6.2548, 0.6379], [-0.6555, -4.9578, 0.1572], [-1.5251, -4.0215, 0.7208], [-2.3597, -4.4148, 1.7640], [-2.3167, -5.7155, 2.2490], [-1.6468, -2.2329, 0.0220], [-1.6345, -2.0834, -1.8954], [-1.8142, -3.1924, -2.7187], [-1.8223, -3.0433, -4.0987], [-1.6551, -1.7879, -4.6632], [-1.4844, -0.6729, -3.8521], [-1.4781, -0.8210, -2.4741], [-3.0025, -1.1904, 0.9261], [-4.1440, -0.7707, 0.2417], [-5.1862, -0.1465, 0.9225], [-5.0937, 0.0557, 2.2920], [-3.9530, -0.3408, 2.9815], [-2.9127, -0.9606, 2.3014], [-1.4110, -7.6472, 2.0638], [0.0676, -6.9715, 0.1991], [0.0087, -4.6739, -0.6499], [-3.0542, -3.7103, 2.2068], [-2.9664, -6.0099, 3.0624], [-1.9504, -4.1759, -2.2840], [-1.9594, -3.9079, -4.7345], [-1.6607, -1.6755, -5.7395], [-1.3588, 0.3065, -4.2954], [-1.3407, 0.0558, -1.8474], [-4.2334, -0.9478, -0.8245], [-6.0773, 0.1549, 0.3865], [-5.9161, 0.5120, 2.8285], [-3.8873, -0.1943, 4.0525], [-2.0383, -1.2915, 2.8513]], "multiplicity": 2, "gap_ev": [8.3, 8.7], "total_charge": 1, "homo_energy_ev": [-10.784, -11.296]}

--- b ---
{"formula": "C27H26GeN6O4PdS", "method": "wB97M-V/def2-TZVPD", "species": ["Pd", "C", "C", "N", "N", "C", "S", "N", "N", "H", "H", "H", "H", "H", "H", "C", "C", "N", "C", "C", "N", "C", "O", "O", "C", "O", "O", "H", "H", "H", "H", "H", "C", "C", "C", "C", "C", "C", "Ge", "C", "C", "C", "C", "C", "C", "C", "C", "C", "C", "C", "C", "H", "H", "H", "H", "H", "H", "H", "H", "H", "H", "H", "H", "H", "H", "H"], "positions_angstrom": [[1.1161, -0.9906, 0.1943], [2.6615, 3.9531, 1.6366], [2.2172, 2.7490, 2.3734], [1.9644, 2.6663, 3.6395], [1.5742, 1.3735, 3.8379], [1.5677, 0.6504, 2.7231], [1.1446, -0.9796, 2.5128], [1.9836, 1.5234, 1.7740], [2.1682, 1.1359, 0.4483], [2.8001, 4.7640, 2.3462], [1.9111, 4.2540, 0.9027], [3.6052, 3.7695, 1.1215], [1.3171, 1.0564, 4.7594], [1.9513, 1.9088, -0.1722], [3.1211, 0.7880, 0.3209], [-0.4275, -1.1871, -3.4415], [1.0146, -1.2542, -3.1033], [1.5760, -1.2360, -1.8990], [2.9425, -1.3988, -2.0909], [3.1929, -1.4834, -3.4268], [1.9704, -1.3955, -4.0337], [4.3940, -1.6186, -4.3081], [5.5628, -1.6673, -3.7283], [4.2086, -1.6652, -5.5007], [3.8941, -1.4582, -0.9348], [5.1012, -1.5500, -1.1790], [3.3539, -1.3835, 0.2098], [-1.0071, -0.9455, -2.5601], [-0.7750, -2.1505, -3.8177], [-0.6135, -0.4343, -4.2082], [1.8670, -1.4490, -5.0385], [5.4797, -1.5782, -2.7259], [-3.0851, -0.1211, 5.0410], [-3.2426, -1.2430, 4.2429], [-2.6826, -1.2772, 2.9716], [-1.9591, -0.1883, 2.4918], [-1.8122, 0.9403, 3.3024], [-2.3720, 0.9754, 4.5686], [-1.1886, -0.2818, 0.7232], [-1.8413, -1.8474, -0.2224], [-1.2480, -3.0997, -0.0509], [-1.7312, -4.2073, -0.7362], [-2.8304, -4.0755, -1.5719], [-3.4451, -2.8386, -1.7288], [-2.9467, -1.7271, -1.0674], [-1.3229, 1.4377, -0.1763], [-2.2460, 2.3804, 0.2795], [-2.3676, 3.6141, -0.3485], [-1.5649, 3.9240, -1.4353], [-0.6433, 2.9947, -1.9039], [-0.5250, 1.7628, -1.2781], [-3.5244, -0.0942, 6.0293], [-3.8042, -2.0932, 4.6065], [-2.8162, -2.1586, 2.3553], [-1.2692, 1.8078, 2.9400], [-2.2654, 1.8582, 5.1863], [-0.4154, -3.2331, 0.6356], [-1.2589, -5.1717, -0.6047], [-3.2171, -4.9401, -2.0948], [-4.3130, -2.7426, -2.3681], [-3.4236, -0.7630, -1.2102], [-2.8873, 2.1517, 1.1220], [-3.0938, 4.3308, 0.0114], [-1.6616, 4.8844, -1.9241], [-0.0273, 3.2286, -2.7634], [0.1940, 1.0456, -1.6546]], "multiplicity": 2, "gap_ev": [8.0, 6.9], "total_charge": 1, "homo_energy_ev": [-11.724, -11.903]}

a (168.6 kJ/mol below the next structure)

--- a ---
{"formula": "C7H10O2S", "method": "wB97M-V/def2-TZVPD", "species": ["C", "C", "C", "C", "C", "C", "C", "O", "O", "S", "H", "H", "H", "H", "H", "H", "H", "H", "H", "H"], "positions_angstrom": [[-1.3266, 1.1546, -0.0308], [-2.3657, -1.1583, -0.0510], [-0.2987, -0.0234, -0.1440], [-1.0216, -1.2569, -0.1720], [1.6215, 1.4812, -0.7293], [1.8102, -0.2367, 1.1025], [1.1756, 0.1022, -0.2543], [-3.9984, 0.9787, -0.3020], [-0.3278, -2.4080, -0.3538], [-2.8624, 0.4678, 0.4725], [-1.0339, 2.1710, 0.1122], [-3.0627, -1.9752, -0.0191], [1.3910, 2.2395, 0.0139], [1.1255, 1.7425, -1.6603], [2.6960, 1.4827, -0.8940], [1.4549, 0.4508, 1.8673], [2.8919, -0.1550, 1.0360], [1.5569, -1.2518, 1.3960], [1.5106, -0.6527, -0.9763], [-0.9364, -3.1527, -0.4135]], "gap_ev": 8.3, "homo_energy_ev": -8.685}

--- b ---
{"formula": "C7H10O2S", "method": "wB97M-V/def2-TZVPD", "species": ["C", "O", "C", "O", "C", "C", "C", "C", "C", "S", "H", "H", "H", "H", "H", "H", "H", "H", "H", "H"], "positions_angstrom": [[1.0524, 2.4056, 1.3609], [0.0008, 1.8114, 0.5895], [0.3779, 0.7784, -0.2048], [1.6189, 0.3109, -0.1699], [-0.5332, 0.6083, -1.1926], [-0.3629, -0.5676, -2.0361], [-0.5738, -1.8257, -1.5439], [-0.9293, -1.9152, -0.0920], [-0.1758, -1.4215, 0.8911], [-0.8471, -1.2906, 2.5334], [1.6860, 1.6920, 1.6200], [0.5640, 2.8788, 2.1912], [1.4285, 3.2837, 0.7821], [1.7975, 0.1016, -1.1194], [-1.2562, 1.3237, -1.3308], [-0.3647, -0.5119, -3.0490], [-0.3642, -2.6940, -2.1160], [-1.9613, -2.0777, 0.0649], [0.9501, -1.3034, 0.6961], [-2.1077, -1.5871, 2.1255]], "gap_ev": 8.5, "homo_energy_ev": -7.747, "smiles": "CO/C(O)=C/C=C\\C=C\\S"}

a (141.5 kJ/mol below the next structure)

--- a ---
{"formula": "C5H9NO", "method": "wB97M-V/def2-TZVPD", "species": ["C", "C", "C", "N", "C", "C", "H", "H", "H", "H", "H", "H", "H", "H", "H", "O"], "positions_angstrom": [[0.2301, 0.7039, -1.8877], [0.0600, 0.4279, -0.4107], [1.0910, 0.6681, 0.4682], [0.4911, 0.4330, 1.8227], [-0.9273, 0.3365, 1.6868], [-1.1842, 0.4420, 0.3547], [1.2853, 1.0588, -2.0038], [0.0614, -0.2044, -2.4554], [-0.4683, 1.4145, -2.2742], [2.1005, 0.8488, 0.4906], [1.0809, 0.5064, 2.6305], [-1.5811, 0.2250, 2.5249], [-1.9852, 0.4842, -0.2860], [-0.6510, -2.9693, -0.0613], [0.1119, -1.7077, -0.3121], [0.2847, -2.6677, -0.2872]], "multiplicity": 2, "gap_ev": [10.7, 6.6], "total_charge": 1, "homo_energy_ev": [-14.958, -14.948]}

--- b ---
{"formula": "C5H9NO", "method": "wB97M-V/def2-TZVPD", "species": ["C", "C", "C", "N", "C", "C", "H", "H", "H", "H", "H", "H", "H", "H", "H", "O"], "positions_angstrom": [[0.5477, -0.4013, -2.4140], [0.2789, 0.0472, -1.0178], [-1.0389, 0.0450, -0.4036], [-0.9842, 0.7525, 0.7103], [0.3030, 1.2742, 0.8537], [1.0718, 0.8775, -0.2259], [1.4079, -1.0693, -2.4380], [0.8490, 0.4773, -2.9819], [-0.3311, -0.8809, -2.8388], [-1.9283, -0.3929, -0.8197], [-1.7065, 0.7987, 1.4214], [0.4643, 2.1006, 1.5243], [2.0789, 1.1610, -0.4621], [-0.2669, -1.9208, 3.7483], [-0.0304, -1.2431, 2.3959], [-0.7153, -1.6255, 2.9482]], "multiplicity": 2, "gap_ev": [11.1, 7.6], "total_charge": 1, "homo_energy_ev": [-14.737, -15.055]}

b (153.1 kJ/mol below the next structure)